Formula: C26H24CsF6N6O6S4
Source: the OMol25 dataset
Level of theory: ωB97M-V/def2-TZVPD

LUMO in eV: 2.07
Frontier orbital gap in eV: 8.4
Strongest force on any atom in eV/Å: 1.6
Charge: -1
E_HOMO in eV: -6.3
Energy above the lowest of the compared OMol25 structures with the same formula, charge and spin in kJ/mol: 119.44

Each line ends with the Löwdin charge.
Element x y z (Å)
Cs 1.30192 -1.39901 0.19928  1.432
S 2.91176 -3.73601 -2.20381  0.578
S 0.53640 1.32608 4.88188  1.020
S 2.93241 -0.47773 4.90672  0.761
S 3.43324 -4.40842 0.40886  0.580
F 0.35852 -4.13658 -1.71290  0.127
F 1.11074 -5.22111 -3.43248  0.144
F 4.22122 -6.91576 0.62559  0.143
F 2.11461 -6.60526 1.01899  0.145
F 3.59258 -5.96755 2.46714  0.133
F 0.77813 -3.08750 -3.55628  0.144
O 0.21741 1.15805 -0.40763  -0.142
O 4.78720 -3.97315 0.62024  -0.282
O 2.83099 -2.38843 -1.67375  -0.554
O 2.40949 -3.63504 1.08181  -0.540
O -3.27237 -1.72262 -0.86875  0.030
O 3.72877 -3.98750 -3.34553  -0.257
N -1.83636 1.37985 -1.38510  0.119
N 3.09610 -4.81775 -1.07248  -0.289
N -1.29313 -0.61407 -0.43654  -0.009
N 2.58586 1.70955 3.34275  0.041
N 5.10348 -1.45944 2.44227  -0.011
N 5.25715 1.26932 -0.10366  0.001
C -0.33359 4.58190 2.63265  -0.097
C -4.04874 1.66897 -4.96368  -0.094
C 1.66955 2.71076 3.04840  -0.310
C -3.96681 2.45195 0.16220  -0.025
C -0.52706 3.60995 3.59513  -0.092
C 4.66861 0.38958 0.90490  -0.303
C -2.56007 -0.73092 -0.88823  -0.441
C -5.11227 -0.41806 -4.47778  -0.082
C -4.93728 2.95985 1.01651  -0.093
C 5.72417 -0.53022 1.48960  -0.266
C 0.48454 2.67614 3.79396  -0.476
C -4.52347 -0.43402 -3.22158  -0.024
C -6.08122 2.22762 1.28676  -0.107
C -4.88458 0.63329 -5.35284  -0.108
C 3.33073 -6.08686 1.16196  -0.685
C 0.84638 4.62463 1.88187  -0.086
C -5.27547 0.47602 -0.15678  -0.017
C 2.12643 0.93191 4.25706  -1.021
C -3.07765 0.65848 -1.42137  -0.268
C 1.18060 -4.07557 -2.75913  -0.681
C -6.24120 0.97982 0.69917  -0.080
C -4.12446 1.20943 -0.44119  -0.113
C -3.45562 1.65038 -3.70991  -0.029
C -3.68689 0.60481 -2.82071  -0.120
C -0.87274 0.66235 -0.70165  -0.657
C 1.84854 3.69840 2.08134  -0.013
H -1.44563 3.56879 4.16552  0.106
H -7.12401 0.38973 0.91299  0.099
H 3.82595 -0.63450 3.87771  -0.136
H -3.07159 3.03452 -0.01008  0.102
H -1.74218 2.37776 -1.43225  0.126
H -4.68229 -1.26786 -2.55307  0.099
H 6.46590 0.07740 2.01074  0.112
H -4.79055 3.93059 1.47459  0.095
H 6.24054 -1.06417 0.68186  0.111
H 4.56376 1.93071 -0.43071  0.058
H 5.82386 -1.97931 2.93133  0.081
H 4.24246 0.99335 1.70463  0.083
H -5.75140 -1.24066 -4.77507  0.099
H -1.11062 5.31358 2.45170  0.098
H -2.79434 2.45990 -3.43004  0.104
H 5.53637 0.72832 -0.91476  0.064
H -5.39418 -0.50632 -0.59144  0.105
H -3.85240 2.49386 -5.63771  0.096
H 4.58636 -2.16541 1.92221  0.036
H -5.34786 0.64256 -6.33170  0.093
H 2.75977 3.71300 1.49839  0.113
H -6.83812 2.62045 1.95435  0.094
H 3.85509 -0.22587 0.50208  0.038
H 0.96856 5.38903 1.12544  0.100